Entry 1:
{
  "formula": "C27H28F5N3OS2",
  "method": "ωB97M-V/def2-TZVPD",
  "species": ["C", "C", "C", "N", "C", "S", "S", "C", "H", "H", "H", "H", "H", "H", "H", "H", "C", "N", "C", "O", "C", "C", "C", "C", "F", "C", "F", "C", "F", "C", "F", "C", "F", "N", "C", "C", "C", "C", "C", "C", "C", "C", "C", "C", "C", "C", "H", "H", "H", "H", "H", "H", "H", "H", "H", "H", "H", "H", "H", "H", "H", "H", "H", "H", "H", "H"],
  "coordinates": [[0.5231, 0.8080, 4.9080], [-0.4659, 1.7301, 4.1740], [-1.3053, 0.8025, 3.2799], [-0.5403, -0.4629, 3.1252], [-0.9170, -1.5147, 2.3314], [-2.3299, -1.4215, 1.4451], [0.0391, -2.8825, 2.2499], [0.6436, -0.4471, 4.0301], [1.4933, 1.2921, 5.0706], [0.1298, 0.5442, 5.8961], [-1.0911, 2.3063, 4.8686], [0.0760, 2.4571, 3.5579], [-2.2701, 0.5616, 3.7356], [-1.4968, 1.2312, 2.2907], [1.5436, -0.4241, 3.4112], [0.6641, -1.3699, 4.6169], [1.6156, -8.3719, -5.3099], [1.3800, -7.7250, -4.0369], [1.2014, -8.4826, -2.9042], [1.1588, -9.6909, -2.8373], [1.0825, -7.5118, -1.7474], [2.3016, -7.6043, -0.8354], [2.4579, -8.9579, -0.2540], [3.4417, -9.8114, -0.7369], [4.3549, -9.3632, -1.6212], [3.5152, -11.1144, -0.2682], [4.4760, -11.9355, -0.7199], [2.6187, -11.5574, 0.6921], [2.7208, -12.8038, 1.1790], [1.6452, -10.7010, 1.1845], [0.8121, -11.1158, 2.1514], [1.5561, -9.4035, 0.7022], [0.5954, -8.5775, 1.1628], [0.9703, -6.1517, -2.3397], [0.6314, -5.0645, -1.5881], [0.5808, -3.7778, -2.0682], [0.2276, -2.6735, -1.3223], [0.1492, -1.3546, -1.8443], [-0.1775, -0.2801, -0.9979], [-0.2631, 1.0004, -1.4818], [-0.0293, 1.2506, -2.8217], [0.2887, 0.2119, -3.6775], [0.3782, -1.0721, -3.2037], [1.2507, -6.2510, -3.8210], [2.5650, -5.5683, -4.1761], [0.0643, -5.7484, -4.6386], [1.7937, -9.4330, -5.1419], [0.7481, -8.2584, -5.9545], [2.4882, -7.9359, -5.7895], [0.1689, -7.7344, -1.1783], [3.1935, -7.3565, -1.4215], [2.2311, -6.8635, -0.0316], [0.3928, -5.2373, -0.5535], [0.8587, -3.6227, -3.0898], [0.0043, -2.8104, -0.2797], [-0.3845, -0.4777, 0.0382], [-0.5178, 1.8130, -0.8199], [-0.0983, 2.2559, -3.2021], [0.4655, 0.4140, -4.7209], [0.6139, -1.8690, -3.8834], [3.3827, -6.0139, -3.6111], [2.7828, -5.6818, -5.2362], [2.5396, -4.5057, -3.9496], [-0.8360, -6.3011, -4.3668], [-0.1250, -4.6903, -4.4760], [0.2431, -5.8956, -5.7032]],
  "forces_ev_per_a": [[-0.3, -0.1, 0.0], [0.1, -0.1, -0.2], [-0.1, -0.6, -0.2], [0.3, 0.7, 0.7], [0.1, 1.2, 0.8], [-1.1, 0.5, -0.6], [1.3, -1.0, 0.1], [-0.3, -0.4, -0.5], [-0.2, -0.2, -0.1], [0.0, 0.0, -0.2], [0.1, -0.2, -0.2], [0.0, -0.1, 0.1], [0.0, 0.1, -0.1], [-0.1, -0.1, 0.2], [0.1, -0.1, 0.1], [0.1, 0.1, -0.1], [-0.1, 0.4, -0.1], [-0.1, 0.0, 1.5], [-0.1, 0.9, -0.8], [0.1, 0.3, 0.1], [-0.7, 0.5, 0.8], [0.5, 0.7, 0.0], [-0.1, -0.1, -0.1], [-0.2, -0.2, 0.6], [-0.5, -0.3, 0.2], [0.6, -0.1, -0.3], [-0.4, 0.2, 0.2], [0.0, -0.3, 0.2], [-0.1, 0.6, -0.3], [-0.5, 0.1, 0.5], [0.3, 0.0, -0.4], [0.3, -0.4, 0.0], [0.4, -0.3, -0.2], [-0.3, -0.2, 0.5], [0.6, -1.7, -1.4], [0.1, 0.8, -0.5], [0.0, -0.8, -0.1], [0.0, 0.8, -0.4], [0.2, -0.7, 0.2], [0.0, 0.4, -0.2], [-0.1, 0.1, 0.2], [0.1, -0.1, -0.4], [-0.1, -0.1, 0.3], [0.0, -0.3, -0.3], [0.1, 0.0, 0.1], [-0.1, 0.1, 0.1], [0.0, 0.1, 0.2], [-0.1, -0.1, -0.2], [0.1, 0.0, -0.1], [0.2, 0.0, -0.1], [-0.1, 0.0, 0.1], [-0.1, 0.0, -0.1], [0.0, -0.3, 0.4], [0.0, 0.0, -0.3], [-0.2, 0.0, 0.8], [-0.1, -0.1, 0.3], [0.0, 0.0, 0.1], [0.0, 0.2, -0.1], [0.0, 0.0, -0.2], [0.1, -0.1, -0.3], [0.0, 0.0, 0.0], [-0.1, 0.0, -0.1], [0.0, 0.1, 0.0], [0.0, 0.0, 0.0], [0.0, 0.0, 0.0], [0.1, 0.0, 0.0]],
  "e_homo_ha": -0.2150,
  "multiplicity": 1
}

---

Entry 2:
{
  "formula": "C4H7NO3",
  "method": "ωB97M-V/def2-TZVPD",
  "species": ["N", "C", "C", "O", "C", "C", "O", "O", "H", "H", "H", "H", "H", "H", "H"],
  "coordinates": [[1.2588, 0.7599, -0.6914], [-0.1179, 0.5539, -0.1933], [-1.1584, 0.4120, -1.3405], [-1.3821, 1.5258, -2.0754], [-0.1495, -0.6643, 0.7310], [0.7129, -0.6363, 2.0441], [1.8359, -1.2111, 1.9754], [0.2130, -0.1054, 3.0573], [1.7440, -0.1340, -0.6644], [1.1522, 1.0027, -1.6745], [-0.4222, 1.4546, 0.3613], [-0.7813, -0.4661, -1.9429], [-2.0771, 0.0198, -0.8225], [-1.1426, -1.0052, 1.0396], [0.3145, -1.5062, 0.1963]],
  "forces_ev_per_a": [[-0.1, 0.0, -0.3], [-0.4, -0.1, 0.5], [-0.1, 0.2, 0.0], [0.2, -0.2, -0.1], [1.0, -0.8, 0.5], [0.2, -0.1, -0.4], [-0.1, 0.0, -0.1], [-0.3, 0.3, 0.3], [0.0, 0.1, 0.1], [0.0, 0.2, 0.0], [0.1, -0.1, 0.0], [0.0, -0.1, 0.0], [-0.1, 0.0, 0.0], [-0.2, 0.5, -0.2], [-0.3, 0.1, -0.3]],
  "e_homo_ha": 0.0188,
  "de_lowest_ev": 0.462,
  "smiles": "N[C@@H](C[O-])CC(=O)[O-]",
  "multiplicity": 1,
  "charge": -2
}

---

Entry 3:
{
  "formula": "C11H7NS",
  "method": "ωB97M-V/def2-TZVPD",
  "species": ["S", "C", "N", "C", "C", "C", "C", "C", "C", "C", "C", "C", "C", "H", "H", "H", "H", "H", "H", "H"],
  "coordinates": [[-5.1812, -0.6592, -0.1521], [-3.6456, -0.4779, 0.2160], [-2.4630, -0.4992, 0.3634], [-1.2323, 0.2880, 0.1078], [-1.4930, 1.6808, -0.0689], [-0.3569, 2.4820, 0.1004], [0.9185, 1.8718, -0.0640], [1.1286, 0.4391, -0.0448], [2.4572, -0.1205, -0.0853], [2.4623, -1.5716, 0.1003], [1.3198, -2.2976, -0.0343], [0.0376, -1.7680, -0.1208], [-0.0469, -0.3441, -0.0499], [-2.6739, 1.9670, 0.1150], [-0.3046, 3.5862, -0.0396], [1.7653, 2.6695, -0.3525], [3.3759, 0.4031, 0.0267], [3.3720, -2.1403, 0.0057], [1.5336, -3.3127, 0.0476], [-0.9733, -2.1964, -0.0708]],
  "forces_ev_per_a": [[0.5, 0.3, 0.5], [0.0, -0.5, -0.8], [1.5, 0.7, -0.4], [-5.6, 2.2, -0.6], [-2.1, -1.6, 3.0], [2.1, 0.3, -2.5], [0.4, 2.0, -0.2], [1.4, 2.6, -0.8], [-2.2, -4.2, 1.5], [1.5, 4.7, -2.0], [-2.7, -0.2, 0.3], [0.5, 1.1, 0.9], [2.2, -2.0, 0.3], [3.5, -0.3, -0.8], [-0.7, -1.0, 0.4], [-1.6, -2.3, 1.2], [0.3, 0.7, -0.3], [0.4, 0.2, 0.5], [-0.5, -1.9, -0.2], [1.0, -0.8, -0.2]],
  "e_homo_ha": -0.2966,
  "de_lowest_ev": 0.544,
  "smiles": "S=C=Nc1cccc2ccccc12",
  "multiplicity": 1
}

---

Entry 4:
{
  "formula": "C3H4FN3",
  "method": "ωB97M-V/def2-TZVPD",
  "species": ["C", "C", "C", "N", "N", "N", "F", "H", "H", "H", "H"],
  "coordinates": [[0.8103, 1.1751, 0.6252], [2.6498, -0.3899, 0.2102], [-1.8943, -0.7292, -0.2880], [1.8262, 0.5181, 0.1989], [-0.4026, 0.7374, 0.4373], [-0.5335, -0.4196, -0.0720], [3.2844, -0.8206, -0.8489], [0.8022, 2.2781, 0.7491], [-2.4701, -0.3599, 0.6105], [-2.1673, -0.1066, -1.1954], [-1.9050, -1.8828, -0.4270]],
  "forces_ev_per_a": [[2.1, 2.6, -0.8], [0.0, -0.4, 0.9], [-1.0, -1.1, 0.1], [1.1, 0.1, 0.0], [-3.9, -2.4, -0.4], [1.6, 1.4, 0.5], [0.0, 0.2, -0.5], [0.8, -0.9, 0.5], [0.1, -0.6, -1.1], [-0.2, -1.2, 0.8], [-0.7, 2.1, 0.0]],
  "e_homo_ha": [-0.3308, -0.3139],
  "de_lowest_ev": 5.189,
  "multiplicity": 1
}

---

Entry 5:
{
  "formula": "C9H8CoN2O4",
  "method": "ωB97M-V/def2-TZVPD",
  "species": ["Co", "C", "O", "C", "O", "C", "O", "C", "O", "C", "H", "H", "C", "H", "H", "N", "C", "C", "C", "N", "H", "H", "H", "H"],
  "coordinates": [[-0.2851, 1.1108, -0.3767], [-0.3802, 1.9972, 1.2468], [-0.3888, 2.4429, 2.3151], [-0.4050, 2.6864, -1.2746], [-0.3712, 3.7140, -1.7888], [-2.1514, 0.8122, -0.4013], [-3.3002, 0.8657, -0.3934], [1.6271, 1.0756, -0.6107], [2.7637, 0.9157, -0.5061], [-0.3371, -0.7896, -1.9589], [0.6028, -1.3517, -1.8494], [-1.2774, -1.3531, -1.8393], [-0.3450, 0.4505, -2.5624], [-1.2810, 0.8531, -2.9889], [0.5814, 0.8563, -3.0037], [-0.3367, -1.7419, 0.9595], [0.2382, -2.5322, 1.8877], [1.1935, -1.7574, 2.5320], [1.1506, -0.5036, 1.9183], [0.2057, -0.5055, 0.9503], [-1.0334, -2.0079, 0.2538], [-0.0802, -3.5507, 2.0230], [1.8440, -2.0470, 3.3359], [1.7658, 0.3602, 2.1319]],
  "forces_ev_per_a": [[0.7, -4.3, 0.4], [0.3, 3.7, 7.6], [-0.1, -1.8, -4.5], [-0.4, 7.4, -4.0], [-0.1, -3.6, 1.8], [-6.8, 0.0, 0.3], [4.0, -0.3, -0.1], [6.8, -0.5, 0.8], [-4.2, 0.6, -0.7], [0.1, 0.5, -1.7], [-0.4, 0.4, 0.2], [0.5, 0.4, 0.1], [-0.1, -1.7, -1.2], [0.5, -0.1, 0.5], [-0.4, -0.2, 0.4], [-0.3, -0.5, -0.1], [-0.2, 0.7, -0.3], [0.1, 0.5, -0.1], [-0.3, -1.1, 0.2], [-0.1, 0.2, -0.4], [0.5, 0.1, 0.7], [0.0, -0.1, 0.0], [0.0, -0.1, 0.1], [-0.2, 0.0, 0.0]],
  "e_homo_ha": [-0.6476, -0.6424],
  "de_lowest_ev": 0.000,
  "multiplicity": 4,
  "charge": 2
}

---

Entry 6:
{
  "formula": "C24H29Br2N3OS",
  "method": "ωB97M-V/def2-TZVPD",
  "species": ["C", "C", "O", "N", "C", "C", "C", "C", "C", "C", "C", "C", "C", "C", "C", "N", "C", "C", "C", "C", "C", "C", "C", "Br", "C", "C", "Br", "S", "H", "H", "H", "H", "H", "H", "H", "H", "H", "H", "H", "H", "H", "H", "H", "H", "H", "H", "H", "H", "H", "H", "H", "H", "H", "H", "C", "C", "N", "H", "H", "H"],
  "coordinates": [[-1.7540, -4.9388, -4.2146], [-1.0884, -4.9742, -2.8624], [-1.0666, -5.9649, -2.1885], [-0.5337, -3.7402, -2.4575], [0.7219, -3.4225, -3.1567], [-0.4488, -3.5961, -1.0041], [-0.6671, -2.1239, -0.6301], [-0.8840, -1.9537, 0.8630], [-1.2165, -0.4953, 1.3271], [-1.1432, 0.5314, 0.2244], [-2.3245, 0.9208, -0.4031], [-2.3336, 1.8296, -1.4478], [-1.1343, 2.3938, -1.8628], [0.0507, 2.0078, -1.2460], [0.0742, 1.0876, -0.2078], [1.2747, 0.6337, 0.4036], [2.3575, 1.5517, 0.5086], [2.5999, 2.5459, -0.4375], [3.6720, 3.4274, -0.3256], [4.5463, 3.3055, 0.7459], [4.3246, 2.3193, 1.6923], [3.2484, 1.4357, 1.5903], [3.0634, 0.3862, 2.6632], [4.7149, -0.6476, 2.8743], [2.6901, 1.0272, 4.0034], [1.6406, 2.1228, 3.8559], [2.0637, -0.3590, 5.2146], [1.5643, 2.6936, -1.8702], [-0.9878, -4.8801, -4.9823], [-2.3688, -5.8207, -4.3345], [-2.3715, -4.0481, -4.2520], [0.6172, -2.4992, -3.7221], [1.0143, -4.2096, -3.8475], [1.5341, -3.2915, -2.4461], [0.5135, -3.9383, -0.6194], [-1.2293, -4.1784, -0.5256], [-1.5155, -1.7858, -1.2168], [0.2205, -1.5776, -0.9478], [-1.6917, -2.6171, 1.1596], [0.0258, -2.2491, 1.3792], [-0.5383, -0.2580, 2.1458], [-2.2226, -0.4554, 1.7311], [-3.2538, 0.4749, -0.0769], [-3.2477, 2.1108, -1.9471], [-1.1249, 3.1018, -2.6764], [1.0194, 0.3754, 1.3446], [3.8043, 4.1798, -1.0866], [5.3929, 3.9682, 0.8299], [5.0236, 2.2205, 2.5075], [2.3124, -0.3462, 2.4053], [3.5960, 1.4656, 4.4061], [0.9007, 1.8701, 3.0986], [2.1116, 3.0643, 3.5958], [1.1350, 2.2660, 4.8042], [-5.3237, 3.6263, 0.1185], [-5.7055, 2.2971, 0.5757], [-5.9816, 1.2445, 0.9256], [-4.2811, 3.6105, -0.1961], [-5.9505, 3.9212, -0.7211], [-5.4395, 4.3544, 0.9187]],
  "forces_ev_per_a": [[0.1, 0.2, 0.3], [0.1, 0.4, -0.6], [-0.3, -0.5, 0.7], [0.2, -0.7, 0.5], [-0.4, 0.5, -0.3], [-0.1, 0.7, 0.1], [0.4, -0.6, -0.2], [0.1, 0.6, -0.1], [0.1, -0.4, -0.5], [0.0, 0.3, 0.0], [0.1, -0.1, 0.0], [0.5, 0.2, 0.0], [-0.2, -0.4, 0.3], [0.5, 0.4, -0.2], [-0.6, -0.4, 0.0], [-0.1, 1.1, 0.0], [0.5, -0.2, 0.4], [-0.3, 0.1, -0.3], [-0.2, -0.5, 0.3], [-0.2, -0.1, -0.1], [-0.1, 0.0, -0.3], [0.2, 0.1, -0.2], [0.1, 0.4, 0.1], [-0.1, -0.1, 0.0], [0.1, 0.3, -0.5], [-0.1, -0.2, 0.2], [0.0, 0.0, 0.1], [0.0, -0.2, 0.0], [0.0, 0.0, -0.3], [0.1, -0.2, -0.1], [-0.1, 0.1, -0.2], [0.1, 0.1, -0.1], [0.0, -0.1, 0.0], [0.0, 0.0, 0.2], [0.1, -0.2, 0.1], [-0.1, -0.3, -0.1], [-0.2, 0.3, 0.0], [0.0, 0.3, -0.1], [0.0, -0.1, 0.2], [0.0, -0.3, 0.1], [-0.1, 0.2, 0.2], [-0.1, 0.0, 0.1], [-0.1, 0.0, 0.1], [-0.2, -0.1, 0.0], [0.1, 0.1, -0.1], [0.0, -0.5, -0.1], [0.1, 0.1, 0.0], [0.1, 0.1, 0.1], [0.0, -0.1, 0.1], [0.0, -0.2, -0.1], [0.1, -0.2, 0.4], [-0.2, 0.0, 0.0], [0.1, 0.1, -0.2], [-0.1, 0.0, 0.1], [0.0, 0.1, 0.0], [0.2, 0.5, -0.1], [-0.1, -0.5, 0.2], [0.0, 0.0, 0.0], [0.0, 0.0, 0.0], [0.0, 0.0, 0.0]],
  "e_homo_ha": -0.2887,
  "de_lowest_ev": 0.000,
  "smiles": "CC(=O)N(C)CCCCc1cccc2c1Nc1c(cccc1[C@@H](Br)[C@@H](C)Br)S2.CC#N",
  "multiplicity": 1
}

---

Values of E_tot, in order: -70226.98105; -11892.48219; -23843.58379; -10358.53214; -58238.58685; -182797.07508, all in eV.
Values of F_max, in order: 2.35; 1.33; 6.01; 4.59; 8.49; 1.06, all in eV/Å.
Values of molar mass, in order: 569.7; 117.1; 185.3; 101.1; 267.1; 567.4, all in g/mol.